Record 1
{"formula": "C2H8OS2", "method": "ωB97M-V/def2-TZVPD", "e_above_lowest_kj_mol": 83.8, "homo_ev": -9.043, "spin_multiplicity": 1, "smiles": "CSS.CO", "orbital_gap_ev": 9.760, "elements": ["C", "O", "H", "H", "H", "H", "C", "S", "S", "H", "H", "H", "H"], "coordinates": [[2.7258, -0.5958, -2.4954], [2.5190, 0.7937, -2.2438], [3.3562, -1.0207, -1.7195], [1.7466, -1.0743, -2.4493], [3.2534, -0.7445, -3.4442], [3.1700, 1.3008, -2.7407], [-2.5371, 0.2828, 3.1301], [-1.5577, 0.9728, 1.7604], [-2.5990, 0.4059, 0.0969], [-3.4077, 0.8942, 3.3304], [-1.8363, 0.2782, 3.9618], [-2.8453, -0.7316, 2.9066], [-1.9879, -0.7615, -0.0932]], "atomic_forces_ev_per_a": [[0.2434, 0.4855, 0.1339], [0.0635, 0.0832, -0.1853], [0.0834, -0.1676, 0.2279], [0.1740, -0.0936, -0.3096], [-0.4498, -0.2000, -0.0263], [-0.1141, -0.1074, 0.1599], [0.2983, 0.0873, -0.3818], [-0.0500, -0.0263, 0.1126], [-0.1685, 0.2480, 0.0319], [-0.0600, 0.1089, 0.1392], [-0.1734, 0.0160, 0.2370], [0.0575, -0.1363, -0.0251], [0.0958, -0.2978, -0.1144]]}

=====

Record 2
{"formula": "C6H13CrO5", "method": "ωB97M-V/def2-TZVPD", "total_charge": 1, "homo_ev": [-12.885, -13.182], "spin_multiplicity": 5, "s2": 6.0207, "orbital_gap_ev": [6.572, 6.926], "elements": ["O", "C", "C", "O", "C", "C", "O", "Cr", "H", "H", "H", "H", "H", "H", "H", "H", "O", "C", "O", "C", "H", "H", "H", "H", "H"], "coordinates": [[-1.6707, -0.7684, -1.4272], [-0.5377, -1.0523, -0.7800], [0.5810, -0.0740, -0.9144], [0.6159, 0.3519, -2.2971], [1.1625, 1.6365, -2.5974], [0.5798, 2.0492, -3.9499], [-0.8013, 1.8799, -3.9847], [-1.3132, 0.4012, -2.9220], [-0.3175, -2.1005, -0.5468], [1.5478, -0.5084, -0.6215], [0.4147, 0.8404, -0.3095], [2.2619, 1.5899, -2.6153], [0.8460, 2.3464, -1.8136], [1.0815, 1.4504, -4.7380], [0.8740, 3.1023, -4.1231], [-0.8461, -1.6741, 1.8287], [-2.1844, -1.5003, 3.4512], [0.4183, -0.3974, 3.8573], [0.1204, -1.7670, 3.6894], [-1.0055, -2.0280, 2.9116], [1.4640, -0.3235, 4.1745], [0.2853, 0.1549, 2.9105], [-0.2181, 0.0640, 4.6304], [-1.1216, -3.1184, 2.9010], [-2.2369, -0.5547, 3.2860]], "atomic_forces_ev_per_a": [[4.4957, -2.3930, 3.8179], [-3.9040, 0.5892, -4.0892], [0.9794, 1.0509, 0.3121], [-0.9538, -1.4693, 0.5533], [0.7374, 1.6213, -0.0746], [0.7907, 0.0373, -0.3535], [-0.2977, -0.9318, 0.6371], [-0.1838, 2.1066, -1.7736], [-0.6057, 0.2884, 0.8788], [-0.2956, 0.0314, -0.1277], [-0.0711, -0.5292, 0.1027], [-0.3264, -0.0911, 0.0259], [0.0243, -0.2288, -0.1716], [-0.2040, 0.1966, 0.2147], [-0.1750, -0.3357, 0.0715], [-0.1038, -0.0342, 0.9980], [0.1024, -0.1407, -0.3715], [-0.0179, 0.1831, 0.2416], [0.0471, -0.0905, -0.4323], [-0.0179, -0.0538, -0.1833], [-0.2753, -0.0156, -0.0950], [0.0609, -0.0383, 0.0771], [0.1676, -0.1261, -0.2639], [0.0278, 0.3220, -0.0254], [-0.0014, 0.0513, 0.0310]]}

=====

Record 3
{"formula": "C3H6N2O2", "method": "ωB97M-V/def2-TZVPD", "e_above_lowest_kj_mol": 317.3, "homo_ev": -10.137, "spin_multiplicity": 1, "smiles": "Cc1ncno1.O", "orbital_gap_ev": 10.946, "elements": ["C", "C", "C", "N", "N", "O", "O", "H", "H", "H", "H", "H", "H"], "coordinates": [[-0.5138, 0.2203, 0.4062], [-0.3610, -0.1308, -1.6515], [-1.0017, 0.3680, 1.8223], [-0.9244, -0.5851, -0.5057], [0.3279, 0.9421, -1.4593], [0.2322, 1.2083, -0.1545], [1.9622, -0.6595, -0.4545], [-0.4457, -0.5596, -2.5913], [-2.0309, 0.5010, 1.8968], [-0.5105, 1.2141, 2.2329], [-0.8156, -0.5947, 2.4133], [1.7773, -1.5543, -0.5320], [2.3039, -0.3698, -1.4226]], "atomic_forces_ev_per_a": [[-0.8924, 1.0699, -0.5217], [-0.0930, 1.1511, 1.7504], [2.1682, -2.3412, -0.0997], [-0.6931, -1.5310, 0.2403], [0.2024, 0.7550, -1.6306], [-0.4196, 0.1291, 1.7008], [2.7900, 3.0129, -2.9051], [-0.2517, -0.7713, -1.4636], [-1.8629, 0.3807, -0.3873], [0.5176, 0.5527, 0.7447], [0.1570, 1.4398, -0.7654], [-0.4141, -2.7755, -0.2692], [-1.2084, -1.0722, 3.6063]]}

=====

Record 4
{"formula": "O6S2", "method": "ωB97M-V/def2-TZVPD", "e_above_lowest_kj_mol": 0.0, "total_charge": -2, "homo_ev": -0.788, "spin_multiplicity": 1, "orbital_gap_ev": 7.373, "elements": ["O", "O", "O", "O", "O", "O", "S", "S"], "coordinates": [[-2.1423, 1.1934, 0.3748], [1.0706, -0.7552, -1.3438], [-2.3915, -1.0512, -0.2153], [1.3910, 1.4067, -0.2589], [2.2864, -0.6364, 0.7742], [-0.1306, -0.2217, 0.8882], [-1.4450, 0.1177, -0.3276], [1.2224, -0.0617, -0.0498]], "atomic_forces_ev_per_a": [[0.0637, 1.5016, 0.2193], [-0.2825, 0.0113, 1.1147], [1.4707, 0.0454, -0.4683], [-0.3348, -1.4740, 0.3562], [-0.2971, -0.0679, 0.1091], [0.9156, -0.2949, -2.0747], [-2.7186, -1.1265, 0.8172], [1.1829, 1.4048, -0.0734]]}

=====

| no. | maximum force (eV/A) |
| --- | --- |
| 1 | 0.56 |
| 2 | 6.37 |
| 3 | 5.03 |
| 4 | 3.05 |